[1]
C23H21FeI2N5O3S6 | wB97M-V/def2-TZVPD

Computed properties:
HOMO-LUMO gap (spin up / spin down) = 4.874 / 4.923 eV
expectation value of S² = 6.01

The geometry in ORCA input format:
```
! wB97M-V def2-TZVPD RIJCOSX def2/J DEFGRID3
* xyz -2 5
Fe -1.08 0.22 -0.93
I -2.67 3.96 -3.85
C -3.04 4.02 -1.80
C -3.72 5.12 -1.26
C -4.01 5.19 0.07
I -5.03 6.88 0.78
C -3.60 4.15 0.95
C -3.83 4.12 2.34
C -3.37 3.07 3.08
C -2.67 2.04 2.44
N -2.45 2.04 1.16
C -2.90 3.05 0.40
C -2.61 2.93 -1.03
O -2.03 1.92 -1.54
H -4.03 5.92 -1.93
H -4.36 4.94 2.81
H -3.54 3.03 4.15
H -2.27 1.20 3.00
S -2.05 -1.19 0.81
S -2.33 -3.03 -0.16
S -3.16 -2.38 -1.90
S -1.70 -1.23 -2.84
N -0.63 -4.62 4.64
C 0.22 -4.05 3.67
C -0.25 -3.80 2.38
C 0.58 -3.24 1.43
C 1.90 -2.93 1.76
C 2.38 -3.18 3.03
C 1.54 -3.74 3.99
S 2.91 -2.15 0.53
O 3.11 -3.11 -0.54
O 4.11 -1.69 1.21
N 2.00 -0.99 -0.02
C 1.81 0.13 0.69
S 2.89 0.75 1.95
C 1.87 2.12 2.13
C 0.82 2.03 1.29
N 0.77 0.92 0.49
H -1.61 -4.44 4.44
H -0.41 -4.32 5.58
H -1.28 -4.01 2.13
H 0.19 -3.00 0.45
H 3.39 -2.90 3.28
H 1.91 -3.93 4.99
H 2.08 2.92 2.83
H 0.05 2.77 1.18
C 1.83 -2.12 -3.76
C 2.30 -0.66 -3.78
C 3.71 -0.54 -3.19
C 2.25 -0.10 -5.21
C 1.37 0.11 -2.95
N 0.59 0.67 -2.32
H 2.49 -2.71 -4.39
H 0.80 -2.20 -4.13
H 1.86 -2.51 -2.74
H 4.40 -1.13 -3.79
H 3.72 -0.93 -2.17
H 4.05 0.50 -3.18
H 2.92 -0.68 -5.85
H 2.57 0.95 -5.23
H 1.24 -0.16 -5.61
*
```

***

[2]
C23H21I2N6O10Ru | wB97M-V/def2-TZVPD

Computed properties:
HOMO-LUMO gap (spin up / spin down) = 7.760 / 6.455 eV
expectation value of S² = 8.76

The geometry in ORCA input format:
```
! wB97M-V def2-TZVPD RIJCOSX def2/J DEFGRID3
* xyz 2 6
Ru 0.92 -0.21 0.40
I 3.69 -1.39 0.48
C 4.47 -1.86 -1.45
I 3.13 -1.54 -3.04
H 4.73 -2.91 -1.42
H 5.34 -1.24 -1.58
O -2.62 4.43 5.84
C -1.74 4.34 4.84
O -0.93 5.20 4.63
C -1.77 3.11 3.98
C -1.86 1.84 4.53
C -1.67 0.72 3.73
C -1.42 0.89 2.38
C -1.38 2.16 1.81
C -1.55 3.27 2.61
N -1.06 -0.22 1.56
C -1.65 -1.35 1.66
C -1.13 -2.50 0.91
C -1.78 -3.72 0.92
C -1.24 -4.77 0.18
C -0.08 -4.56 -0.54
C 0.52 -3.31 -0.49
N 0.02 -2.30 0.23
H -3.28 3.73 5.81
H -2.01 1.71 5.60
H -1.65 -0.27 4.18
H -1.20 2.27 0.74
H -1.47 4.26 2.20
H -2.52 -1.49 2.29
H -2.69 -3.84 1.49
H -1.73 -5.74 0.17
H 0.37 -5.34 -1.13
H 1.43 -3.10 -1.04
O 2.05 5.45 5.94
N 1.72 4.30 5.99
O 1.31 3.70 6.96
C 1.75 3.54 4.73
C 1.67 2.17 4.77
C 1.67 1.47 3.57
C 1.72 2.11 2.32
O 1.61 1.49 1.17
C 1.80 3.51 2.36
C 1.80 4.23 3.53
N 1.78 4.27 1.10
O 1.13 5.28 1.08
O 2.46 3.85 0.18
N 1.52 0.03 3.68
O 1.64 -0.70 2.66
O 1.25 -0.45 4.75
H 1.59 1.66 5.72
H 1.82 5.32 3.53
C 1.71 3.66 -3.27
N 0.94 2.49 -2.84
C -0.31 2.24 -3.55
C 1.35 1.76 -1.85
O 0.70 0.75 -1.42
H 1.14 4.57 -3.06
H 1.91 3.59 -4.34
H 2.65 3.71 -2.72
H -0.10 2.12 -4.61
H -0.97 3.10 -3.42
H -0.79 1.35 -3.16
H 2.29 2.04 -1.38
*
```

***

no.,energy (eV)
1,-153390.0973
2,-72366.6354